{"formula": "C49H44AsF3N6O5PS2V", "method": "ωB97M-V/def2-TZVPD", "symbols": ["V", "N", "C", "S", "N", "N", "C", "C", "C", "C", "C", "C", "N", "H", "H", "H", "H", "H", "H", "H", "C", "C", "C", "C", "C", "C", "P", "C", "C", "C", "C", "C", "C", "C", "C", "C", "C", "C", "C", "H", "H", "H", "H", "H", "H", "H", "H", "H", "H", "H", "H", "H", "H", "O", "As", "C", "C", "C", "C", "C", "C", "C", "C", "C", "C", "C", "C", "C", "C", "C", "C", "C", "C", "H", "H", "H", "H", "H", "H", "H", "H", "H", "H", "H", "H", "H", "H", "H", "N", "C", "N", "C", "C", "O", "C", "C", "H", "H", "H", "H", "H", "H", "H", "H", "F", "C", "F", "F", "S", "O", "O", "O"], "xyz": [[-0.92, 0.24, 0.18], [-1.83, -2.67, 3.36], [-1.64, -1.59, 2.59], [-2.47, -1.48, 1.07], [-0.85, -0.62, 2.95], [-0.70, 0.35, 2.05], [-0.06, 1.42, 2.46], [-0.14, 2.51, 1.58], [0.35, 3.81, 1.84], [0.02, 4.82, 0.96], [-0.75, 4.51, -0.17], [-1.12, 3.20, -0.39], [-0.84, 2.21, 0.46], [-2.55, -3.32, 3.11], [-1.45, -2.68, 4.29], [0.39, 1.47, 3.45], [0.93, 3.99, 2.72], [0.37, 5.83, 1.13], [-1.06, 5.28, -0.85], [-1.68, 2.94, -1.29], [-3.96, -5.99, -0.44], [-4.25, -5.35, -1.64], [-3.45, -4.31, -2.09], [-2.35, -3.89, -1.35], [-2.08, -4.53, -0.14], [-2.88, -5.56, 0.31], [-1.29, -2.42, -1.82], [-0.86, -2.73, -3.67], [-1.69, -0.35, -4.41], [-0.72, 0.25, -5.41], [0.58, -0.49, -5.55], [1.10, -1.57, -4.88], [0.56, -2.52, -4.03], [0.07, -2.50, -0.58], [0.99, -3.54, -0.71], [2.11, -3.57, 0.09], [2.29, -2.57, 1.03], [1.37, -1.54, 1.16], [0.26, -1.47, 0.33], [-4.58, -6.81, -0.10], [-5.10, -5.66, -2.23], [-3.70, -3.85, -3.03], [-1.25, -4.19, 0.46], [-2.65, -6.05, 1.25], [-2.70, 0.03, -4.60], [-1.20, 0.29, -6.40], [1.24, -0.02, -6.27], [2.15, -1.74, -5.09], [1.22, -3.28, -3.66], [0.80, -4.33, -1.43], [2.84, -4.36, -0.01], [3.16, -2.58, 1.67], [1.55, -0.78, 1.91], [1.13, 1.04, -0.66], [1.88, 2.18, -1.54], [2.68, 3.67, -0.56], [3.18, 3.39, 0.70], [3.95, 4.33, 1.37], [4.22, 5.54, 0.76], [3.72, 5.82, -0.50], [2.95, 4.88, -1.17], [3.43, 1.37, -2.38], [4.25, 2.12, -3.20], [5.31, 1.51, -3.85], [5.54, 0.15, -3.68], [4.72, -0.60, -2.84], [3.66, 0.01, -2.19], [0.80, 2.75, -3.06], [-0.01, 3.93, -3.24], [-1.13, 3.85, -3.96], [-1.62, 2.50, -4.45], [-0.40, 1.71, -4.98], [0.61, 1.70, -3.88], [2.97, 2.41, 1.15], [4.34, 4.11, 2.35], [4.84, 6.27, 1.26], [3.94, 6.77, -0.98], [2.58, 5.09, -2.16], [4.06, 3.18, -3.33], [5.95, 2.09, -4.50], [6.35, -0.32, -4.20], [4.91, -1.65, -2.70], [3.00, -0.55, -1.54], [0.31, 4.86, -2.80], [-1.79, 4.69, -4.10], [-2.35, 2.63, -5.26], [0.00, 2.27, -5.83], [1.23, 0.81, -3.77], [-2.74, -0.14, -1.97], [-2.69, 0.53, -0.71], [-3.66, 1.37, -0.53], [-4.71, 1.64, -1.51], [-6.05, 1.18, -0.92], [-6.30, 1.85, 0.29], [-5.30, 1.59, 1.24], [-3.91, 2.02, 0.74], [-4.48, 1.11, -2.43], [-4.73, 2.71, -1.69], [-6.03, 0.09, -0.77], [-6.86, 1.44, -1.60], [-5.26, 0.52, 1.48], [-5.57, 2.16, 2.13], [-3.14, 1.72, 1.46], [-3.88, 3.11, 0.59], [-1.63, -2.22, -5.84], [-1.80, -1.87, -4.53], [-3.10, -2.21, -4.28], [-1.18, -4.07, -3.88], [-1.27, 0.42, -2.77], [-2.26, 1.88, -3.36], [-2.65, -1.52, -1.75], [-0.43, -0.79, -2.19]], "total_charge": 1, "e_tot_ev": -196329.1465, "fmax_ev_per_a": 2.45, "spin_multiplicity": 2, "mol_weight_g_mol": 1074.90}